[1]
The following is a DFT calculation (ωB97M-V with the def2-TZVPD basis set) of a cluster of 10 separate species, C16H52N8O10 in total.

Output
HOMO level: -9.36 eV
Structure (SMILES): NC(N)=O.NC(N)=O.NC(N)=O.NC(N)=O.CC(C)O.CC(C)O.CC(C)O.CC(C)O.O.O
Energy relative to the best compared isomer or geometry (same formula, charge and spin): 0.0 kcal/mol
LUMO level: 0.019 Eh
HOMO-LUMO gap: 0.36331 Ha

ORCA input file:
```
! RIJCOSX wB97M-V def2-TZVPD def2/J DEFGRID3
* xyz 0 1
N 3.610 -2.614 -1.717
O -5.392 -0.307 -2.752
H -3.511 -1.255 -0.263
H 2.708 5.036 -0.604
C -2.227 2.462 1.285
O -1.128 -3.003 -3.265
H 3.896 3.948 -2.496
H 4.348 -2.668 2.856
O -5.186 -0.428 2.322
H -1.048 -3.052 5.212
H 1.726 4.874 -2.123
H 5.883 -0.874 -0.179
C 4.186 -1.694 -0.865
N -2.961 1.588 2.024
H 2.646 1.872 -2.985
H 6.175 -2.187 -1.337
C -0.930 0.536 -5.206
H -5.337 0.073 -0.761
H -3.101 -1.353 1.279
O 2.308 2.732 -2.951
H -1.337 0.820 -0.865
O -1.102 2.173 0.895
H -0.753 -2.669 -2.439
N -1.263 -0.108 -1.240
H 4.617 -0.836 1.566
C -3.177 -1.516 4.294
C 3.918 -0.250 4.145
H -2.498 0.805 2.456
O -2.491 -0.637 -3.697
H -2.087 -1.540 -3.903
H 4.343 2.801 -0.279
N -3.003 3.570 0.932
C 5.183 -0.876 3.510
H -3.165 2.335 -4.942
H -3.499 -2.157 3.450
H 1.510 3.944 -0.657
H -3.139 0.191 -5.572
N -3.902 -1.404 0.665
H -0.686 -0.709 2.588
H -3.456 -2.011 5.195
H 3.055 -0.841 3.752
H -0.705 -0.237 -5.949
H 4.550 1.799 -1.632
C -0.932 -2.590 4.229
C 2.218 4.415 -1.301
N 5.570 -1.408 -1.011
H -6.238 -0.725 -2.764
C -2.395 0.382 -4.713
H -0.240 0.585 -4.365
C -2.924 1.662 -4.153
O 5.380 -0.489 2.142
H -3.634 3.980 1.603
H 3.049 1.584 -0.730
H 4.166 -3.005 -2.427
C -1.740 -1.279 4.142
C -0.027 -0.630 -1.056
O 0.196 -1.824 -1.257
C 3.789 2.315 -1.105
O -1.617 -0.688 2.873
H -0.975 1.454 -5.779
H -2.431 4.309 0.508
N 0.831 0.127 -0.305
H 2.614 -2.600 -1.829
H -1.808 -0.301 -2.040
H -1.337 -0.625 4.924
C 5.100 -2.422 3.589
H -2.172 2.135 -3.539
H 0.489 0.942 0.204
H 6.073 -0.532 4.093
H 1.584 -0.424 0.128
N -5.782 -0.126 0.159
H -1.224 -3.329 3.497
C -5.019 -0.615 1.127
H 4.853 -2.770 4.598
H 0.088 -2.380 4.040
H -3.967 1.781 2.186
H 3.806 -0.353 5.194
H -3.879 1.421 -3.689
O 3.544 -1.114 0.015
H -3.700 -0.551 4.107
H 3.838 0.748 3.875
H 6.116 -2.793 3.393
H -6.484 0.479 0.572
C 3.109 3.392 -1.993
H -4.819 -0.699 -3.381
H -0.644 -3.774 -3.504
*
```

[2]
The following is a DFT calculation (ωB97M-V with the def2-TZVPD basis set) of a structure of composition C30H32N7O5SV.

Output
HOMO level (alpha / beta): -2.69 / -2.40 eV
LUMO level (alpha / beta): 0.072 / 0.072 Eh
HOMO-LUMO gap (alpha / beta): 0.17097 / 0.16017 Ha
⟨S²⟩: 1.19

ORCA input file:
```
! RIJCOSX wB97M-V def2-TZVPD def2/J DEFGRID3
* xyz -1 2
C -2.779 -2.289 -0.062
O 0.790 3.525 -0.314
H -1.598 1.057 -5.642
N 1.829 0.066 -3.096
H -0.821 3.227 -4.735
C 1.478 -0.450 -4.261
C -0.589 2.470 -2.743
C -0.643 1.386 -1.859
C 3.053 -1.198 3.389
H 1.343 -0.270 -6.401
H 2.358 2.016 -6.381
C -1.494 0.088 -3.729
C -1.374 1.164 -4.588
H 2.729 -3.332 3.254
C 2.918 1.069 0.412
O 3.991 1.668 0.604
N -0.502 2.300 1.483
H -2.883 0.254 0.023
C 2.746 1.880 -1.763
C -3.670 -1.325 -2.069
H -1.227 -2.220 4.980
C 0.976 4.036 0.839
C -1.377 -4.335 4.892
H -2.341 -4.738 4.562
C 0.561 3.456 3.296
H 3.404 -1.209 4.413
H 1.284 4.194 3.603
N -1.131 -3.017 4.376
C 2.569 -0.044 1.346
H -1.383 -4.291 5.977
C -1.155 0.187 -2.382
H -3.816 -2.402 0.252
O -2.383 0.980 0.465
N -0.654 -3.737 2.219
C 2.216 1.461 -5.463
H 3.842 1.824 -1.650
C -0.933 2.372 -4.080
N -2.682 -1.209 -1.020
C 0.368 3.214 1.948
H 3.322 0.921 3.106
H -3.585 -0.468 -2.731
C 1.649 0.195 -5.474
H -2.434 -3.256 -0.465
H -1.292 -4.511 2.313
H -4.662 -1.308 -1.617
H -3.566 -2.247 -2.664
C -2.418 0.919 1.810
V 0.393 1.630 -0.141
O 1.500 5.123 1.066
C 2.190 -2.287 1.459
N 2.137 1.191 -0.660
C -1.306 -1.042 -1.514
H -0.587 -5.018 4.574
S -0.429 -1.141 2.724
C 2.569 2.013 -4.250
C -1.334 1.708 2.379
H -0.032 2.864 5.288
H 2.471 2.946 -1.750
O -3.290 0.321 2.423
H -1.849 1.363 4.418
C -0.769 -2.708 3.111
H -0.998 -1.943 -2.079
N 2.138 -1.168 0.763
C -1.179 1.892 3.759
H -1.823 -0.861 -4.134
H -2.193 -2.028 0.815
H 1.857 -3.180 0.937
C -0.198 2.735 4.228
H -0.644 -0.922 -0.644
C 2.671 -2.375 2.756
H 2.989 3.004 -4.183
H -0.232 3.423 -2.369
H -0.474 -3.441 1.271
C 3.005 -0.018 2.678
C 2.356 1.282 -3.080
H 1.027 -1.435 -4.220
*
```

[3]
The following is a DFT calculation (ωB97M-V with the def2-TZVPD basis set) of a structure of composition C44H40N2RuS4Sb2.

Output
HOMO level: -7.22 eV
Energy relative to the best compared isomer or geometry (same formula, charge and spin): 13.1 kcal/mol
LUMO level: -0.055 Eh
HOMO-LUMO gap: 0.21042 Ha

ORCA input file:
```
! RIJCOSX wB97M-V def2-TZVPD def2/J DEFGRID3
* xyz 0 1
Sb 2.701 -1.498 2.177
C -5.101 0.305 3.764
H -0.191 -2.971 1.478
C 2.224 2.332 -1.165
H -0.367 -4.716 -2.470
H -0.539 5.949 -0.105
H -2.075 7.554 0.990
H -7.503 1.701 1.829
H -0.136 -3.178 3.213
H -4.982 -0.366 4.605
H 2.447 -5.694 -0.996
C -1.609 4.228 0.575
C 2.497 -4.612 -0.964
H 4.738 -6.495 4.829
C -1.885 -2.159 -0.823
C -2.199 -1.369 -1.947
Ru -0.277 -0.167 -1.125
H 2.298 -4.538 1.164
H -5.513 2.730 0.788
C -3.555 4.658 1.925
H -0.944 3.518 0.096
C -1.189 -2.980 -3.433
S -1.280 1.509 -2.417
S -0.672 1.529 -5.345
S 1.560 1.119 -0.161
C -5.400 -5.618 0.496
H -2.140 -1.186 -4.093
H -0.930 -3.302 -4.434
C -4.597 -6.599 1.060
Sb -3.152 -1.862 0.892
C -1.386 5.588 0.464
H -3.992 6.720 2.308
N 1.544 2.969 -2.100
C 3.282 -3.229 3.304
H 0.304 -0.515 1.781
C -2.909 -4.946 1.513
C 4.337 -5.578 4.418
C -0.380 0.975 -3.827
C -2.704 3.749 1.299
H -5.600 -3.540 0.022
H -2.893 -0.546 -1.846
C -1.306 0.598 0.291
H 0.598 2.659 -2.321
H 5.306 -2.848 2.677
H 2.769 -4.405 -3.086
C -4.956 -4.302 0.450
C 5.167 -4.692 3.747
H 1.419 -3.897 4.160
C 2.504 -2.564 0.322
H 2.338 -5.953 5.102
C -3.704 -3.945 0.951
C 2.670 -3.889 -2.139
C 2.469 -4.110 4.016
C -3.328 6.022 1.814
H -2.370 -2.690 3.247
N 3.504 2.683 -0.955
H -4.391 4.298 2.509
C -2.051 1.428 0.898
S 0.800 -0.151 -3.333
C -0.859 -3.764 -2.327
C -2.916 2.290 1.424
H -2.724 -7.024 2.015
H 2.787 -0.773 -0.844
H 0.487 -0.777 3.512
C -4.127 1.745 2.098
C -3.984 0.867 3.165
C -3.351 -6.260 1.571
C 2.991 -5.276 4.565
H -1.931 -4.706 1.916
H 6.223 -4.908 3.643
C 2.731 -2.505 -2.093
C 4.642 -3.529 3.200
H 3.923 3.464 -1.429
H -1.841 -1.025 3.060
C -6.517 1.475 2.213
C 0.585 -1.258 2.535
H 2.006 3.577 -2.757
H -0.991 -4.041 -0.227
H -7.240 0.148 3.738
C 2.653 -1.850 -0.869
C -0.357 -2.457 2.426
H -6.369 -5.878 0.090
C -1.196 -3.368 -1.049
C -1.822 -2.010 2.590
C 2.410 -3.955 0.256
H 4.011 2.234 -0.214
H 2.861 -1.932 -3.003
C -2.248 6.489 1.080
H -2.992 0.658 3.546
H -4.942 -7.625 1.104
C -6.369 0.599 3.281
C -5.401 2.055 1.628
C -1.853 -1.794 -3.244
*
```

[4]
The following is a DFT calculation (ωB97M-V with the def2-TZVPD basis set) of the molecule C16H15N3O3.

Output
HOMO level: -8.53 eV
Structure (SMILES): O=C(/C=C/c1ccccc1)NCC(=O)N/N=C/c1ccco1
Energy relative to the best compared isomer or geometry (same formula, charge and spin): 57.7 kcal/mol
LUMO level: 0.000 Eh
HOMO-LUMO gap: 0.31334 Ha

ORCA input file:
```
! RIJCOSX wB97M-V def2-TZVPD def2/J DEFGRID3
* xyz 0 1
C 0.266 1.417 -5.136
O 1.412 2.762 1.081
C 1.438 1.556 0.924
C -1.411 -2.037 0.823
N -0.515 -0.567 2.431
H -2.938 -3.733 -1.372
H -0.303 -0.290 -6.299
H -2.562 -0.905 2.247
O -2.536 -2.470 0.208
C -0.069 0.084 -5.313
C -0.804 -3.427 -0.811
H 0.712 -2.475 0.512
C 0.859 1.587 -1.455
N 1.720 0.686 1.940
H 2.362 0.510 3.912
N -0.669 0.292 3.447
C 0.538 1.049 -2.764
H 1.265 -0.191 -0.381
H 0.817 2.936 -3.738
C -0.109 -0.765 -4.219
C -1.543 -1.115 1.909
H 0.141 -0.960 -2.111
C 0.193 -0.291 -2.957
C 1.679 1.117 3.310
C 0.311 1.088 3.984
H -0.233 -4.027 -1.489
H -0.380 -1.803 -4.351
H 2.016 2.158 3.345
H 0.838 2.667 -1.359
O 0.061 1.742 4.970
H 0.293 2.084 -5.985
H 1.527 -0.291 1.784
C 0.558 1.896 -3.874
C 1.193 0.885 -0.367
C -2.162 -3.298 -0.773
H -1.599 0.424 3.857
C -0.310 -2.610 0.224
*
```

[5]
The following is a DFT calculation (ωB97M-V with the def2-TZVPD basis set) of a cluster of 2 separate species, CH4BrN2 in total.

Output
HOMO level (alpha / beta): -12.94 / -16.20 eV
Energy relative to the best compared isomer or geometry (same formula, charge and spin): 37.8 kcal/mol
LUMO level (alpha / beta): -0.126 / -0.332 Eh
HOMO-LUMO gap (alpha / beta): 0.34999 / 0.26350 Ha
⟨S²⟩: 2.00

ORCA input file:
```
! RIJCOSX wB97M-V def2-TZVPD def2/J DEFGRID3
* xyz 1 3
H -1.150 0.639 0.302
H -2.631 1.151 1.391
H 1.704 -1.137 0.362
Br -3.861 -0.057 -0.235
H -2.276 1.999 0.154
N 0.977 -0.781 -0.161
N -2.327 1.002 0.355
C 0.143 -0.017 -0.476
*
```

[6]
The following is a DFT calculation (ωB97M-V with the def2-TZVPD basis set) of a structure of composition C20H22F3FeN4.

Output
HOMO level (alpha / beta): -14.96 / -14.99 eV
Energy relative to the best compared isomer or geometry (same formula, charge and spin): 0.0 kcal/mol
LUMO level (alpha / beta): -0.208 / -0.329 Eh
HOMO-LUMO gap (alpha / beta): 0.34131 / 0.22240 Ha
⟨S²⟩: 8.81

ORCA input file:
```
! RIJCOSX wB97M-V def2-TZVPD def2/J DEFGRID3
* xyz 2 6
C 0.959 5.409 -0.309
H 1.746 -0.068 0.799
F 3.166 -7.650 -0.845
H -3.097 1.660 -1.496
H 1.272 1.343 2.975
H 0.598 -0.250 2.631
H -2.693 4.147 -1.489
C 2.335 -5.149 -1.541
N 1.203 0.777 0.921
C -0.022 -0.877 -1.478
C 0.148 -5.642 -0.578
F 1.856 -7.475 0.863
C 1.298 3.086 0.085
C -2.990 1.113 1.252
H 2.710 2.199 1.427
C 0.662 -3.419 -1.367
H 3.316 -5.493 -1.836
Fe -0.574 0.770 -0.595
H -1.666 -0.353 1.716
C -0.266 5.107 -0.888
H -0.908 5.886 -1.278
H 1.286 6.438 -0.235
C -3.035 2.372 0.423
C 1.455 -6.023 -0.906
H -1.817 3.126 -2.623
H 2.695 4.599 0.676
N 0.137 2.798 -0.514
C -0.252 -4.352 -0.802
C -1.959 3.342 -1.563
C -0.756 1.371 2.300
H -3.587 0.342 0.762
C 1.948 -3.851 -1.773
C 0.305 -2.082 -1.437
C 2.082 1.905 0.584
H -2.491 3.183 0.908
C -0.650 3.784 -0.968
C 1.916 -7.403 -0.471
C 0.639 0.784 2.283
N -1.608 0.601 1.370
N -2.419 2.117 -0.893
H -4.073 2.693 0.324
H 2.746 1.580 -0.221
H -1.251 -4.025 -0.548
C 1.745 4.387 0.203
H -3.430 1.301 2.233
H -0.529 -6.364 -0.141
H 2.618 -3.153 -2.258
F 1.122 -8.348 -0.972
H -0.733 2.409 1.971
H -1.153 1.352 3.317
*
```

[7]
The following is a DFT calculation (ωB97M-V with the def2-TZVPD basis set) of a cluster of 2 separate species, C4H13NOS in total.

Output
HOMO level: -9.09 eV
Structure (SMILES): CCNCCS.O
Energy relative to the best compared isomer or geometry (same formula, charge and spin): 27.0 kcal/mol
LUMO level: 0.018 Eh
HOMO-LUMO gap: 0.35227 Ha

ORCA input file:
```
! RIJCOSX wB97M-V def2-TZVPD def2/J DEFGRID3
* xyz 0 1
H -2.987 1.350 0.175
H -1.282 1.351 -0.161
N -0.839 -1.326 -0.191
H -1.733 1.065 1.409
H 3.831 3.348 -3.956
H -2.943 -1.067 -0.328
H 1.737 0.103 0.267
H 1.040 -1.964 0.408
H -2.358 -1.082 1.219
C -2.080 -0.694 0.227
S 1.542 0.571 1.501
H -0.286 -2.700 1.187
C -2.062 0.826 0.389
H 0.905 -1.332 2.765
C 0.083 -1.748 0.874
H -0.349 -0.636 -0.738
H -0.483 -0.289 2.466
O 4.277 2.824 -4.630
H 3.615 2.162 -4.881
C 0.372 -0.762 1.998
*
```

[8]
The following is a DFT calculation (ωB97M-V with the def2-TZVPD basis set) of the molecule C20H30N2O5S.

Output
HOMO level: -8.65 eV
Structure (SMILES): CS[C@@H](C)[C@@H](O)C(=O)NCC1(O)CCN(C(=O)Cc2ccc(CO)cc2)CC1
Energy relative to the best compared isomer or geometry (same formula, charge and spin): 18.1 kcal/mol
LUMO level: 0.021 Eh
HOMO-LUMO gap: 0.33897 Ha

ORCA input file:
```
! RIJCOSX wB97M-V def2-TZVPD def2/J DEFGRID3
* xyz 0 1
C -3.305 0.445 1.378
N 1.527 -0.579 0.642
H -1.476 0.364 -0.542
C -4.652 1.098 1.054
H -4.296 2.891 1.669
H 3.012 1.584 -0.090
H -5.037 0.672 0.126
C 7.538 0.788 -4.347
H -8.196 -1.697 3.199
C -7.702 -0.729 3.186
H -1.433 -1.201 2.063
O -1.845 -2.320 -1.013
C 0.167 -2.567 0.338
C 2.636 -0.512 -0.137
H 5.153 2.324 -0.646
C 4.122 0.792 -1.743
H -7.479 -0.444 4.213
H 0.699 -2.859 -0.571
C -1.048 -1.699 -0.019
H 0.712 -1.618 2.225
N -3.154 -0.828 0.973
C 5.182 1.653 -1.496
O -4.465 2.470 0.818
S -6.195 -0.873 2.205
H 2.037 1.079 -1.462
C -5.670 0.869 2.176
C -5.196 1.351 3.548
H -2.273 -2.615 1.491
C 6.291 1.665 -2.334
H 3.370 -0.750 -3.033
H -1.321 -2.405 -1.819
H 7.185 0.909 -5.379
H 0.687 1.337 0.252
C 1.163 -1.844 1.255
H -6.019 1.362 4.260
C -1.963 -1.607 1.205
H 9.224 1.724 -4.597
C 5.289 -0.053 -3.673
H -0.072 0.431 1.496
C -0.609 -0.299 -0.469
H -4.417 0.700 3.945
O -2.444 1.057 1.990
H -6.558 1.441 1.895
H -0.145 -0.351 -1.459
H -3.891 -1.274 0.450
H -8.382 0.002 2.748
C 4.183 -0.063 -2.838
H 2.049 -2.432 1.473
H 7.112 2.339 -2.133
H -4.791 2.364 3.513
H -0.161 -3.481 0.842
C 2.905 0.810 -0.852
H 5.323 -0.730 -4.519
C 6.349 0.812 -3.426
H 8.018 -0.196 -4.276
C 0.389 0.326 0.511
O 8.459 1.814 -4.025
O 3.411 -1.450 -0.237
*
```

[9]
The following is a DFT calculation (ωB97M-V with the def2-TZVPD basis set) of the molecule C5H8O.

Output
HOMO level: -8.58 eV
Structure (SMILES): C=C(O)C1CC1
Energy relative to the best compared isomer or geometry (same formula, charge and spin): 35.8 kcal/mol
LUMO level: 0.036 Eh
HOMO-LUMO gap: 0.35151 Ha

ORCA input file:
```
! RIJCOSX wB97M-V def2-TZVPD def2/J DEFGRID3
* xyz 0 1
H -2.600 -0.095 -0.358
C -0.435 0.422 -0.293
H 1.915 -1.408 0.732
H -1.609 1.844 0.945
H 1.842 0.590 -1.878
H -1.577 -1.255 0.625
H 2.682 -0.849 -1.185
C 0.857 -0.291 -0.230
O 0.989 -1.144 0.824
C -1.687 -0.259 0.207
C -1.104 0.884 0.975
H -0.596 0.656 1.907
H -0.536 1.054 -1.170
C 1.858 -0.150 -1.102
*
```